No. 1
Density functional theory data (wB97M-V/def2-TZVPD) for a structure of composition C28H28BrIN14SiTi.

Calculated values
Molecular weight, g mol⁻¹: 843.4
Energy, eV: -159489.5784
Energy above the lowest of the compared OMol25 structures with the same formula, charge and spin, kcal per mole: 3.1
HOMO level, eV: -8.605

Geometry (Å):
1 Ti 0.622 -0.674 0.167
2 N 4.048 0.162 -0.184
3 C 3.181 0.438 -1.190
4 N 3.490 1.100 -2.283
5 N 2.354 1.114 -3.012
6 N 1.401 0.525 -2.406
7 N 1.885 0.053 -1.211
8 C 3.714 -0.600 0.903
9 N 4.552 -0.947 1.858
10 N 3.812 -1.681 2.704
11 N 2.600 -1.787 2.286
12 N 2.491 -1.097 1.117
13 H 4.994 0.496 -0.257
14 C -3.698 -1.893 2.814
15 C -3.508 -0.998 1.621
16 C -4.407 0.015 1.328
17 C -4.144 0.842 0.246
18 C -3.006 0.633 -0.505
19 C -2.160 -0.422 -0.154
20 N -2.412 -1.214 0.883
21 N -0.964 -0.663 -0.873
22 Si -1.164 -1.216 -2.555
23 C -1.433 0.226 -3.719
24 C 0.326 -2.213 -3.122
25 C -2.647 -2.348 -2.537
26 H -4.753 -2.010 3.057
27 H -3.200 -1.459 3.686
28 H -3.260 -2.871 2.624
29 H -5.288 0.155 1.941
30 H -4.820 1.651 0.000
31 H -2.753 1.276 -1.336
32 H -1.701 1.140 -3.188
33 H -2.221 0.014 -4.447
34 H -0.502 0.424 -4.251
35 H 0.623 -1.847 -4.107
36 H 0.091 -3.277 -3.210
37 H 1.207 -2.102 -2.489
38 H -3.573 -1.827 -2.283
39 H -2.497 -3.158 -1.817
40 H -2.776 -2.800 -3.525
41 N -1.160 4.732 4.937
42 C -0.874 3.885 4.215
43 C -0.519 2.825 3.305
44 C 0.102 1.673 3.787
45 C 0.439 0.656 2.909
46 C 0.146 0.771 1.548
47 C -0.461 1.935 1.078
48 C -0.792 2.960 1.947
49 H 0.330 1.590 4.842
50 H 0.965 -0.212 3.292
51 H -0.660 2.059 0.022
52 H -1.251 3.870 1.581
53 Br 2.914 3.461 1.243
54 C 2.535 4.014 -0.544
55 C 3.387 4.912 -1.164
56 C 3.085 5.269 -2.466
57 C 1.969 4.721 -3.078
58 C 1.194 3.830 -2.358
59 N 1.467 3.482 -1.098
60 H 4.250 5.301 -0.645
61 H 3.721 5.963 -3.000
62 H 1.710 4.964 -4.100
63 H 0.329 3.352 -2.802
64 I 1.217 -6.607 -0.816
65 C 0.613 -5.069 0.454
66 C 0.136 -5.332 1.728
67 C -0.248 -4.262 2.519
68 C -0.152 -2.983 2.017
69 N 0.310 -2.738 0.786
70 C 0.694 -3.760 0.021
71 H 0.071 -6.347 2.095
72 H -0.617 -4.419 3.522
73 H -0.435 -2.127 2.612
74 H 1.078 -3.530 -0.963

Atom charges from the Löwdin analysis, given in e for atoms 1 to 6: Ti 1.07; N 0.17; C -0.44; N 0.08; N -0.03; N -0.05

No. 2
Density functional theory data (wB97M-V/def2-TZVPD) for a structure of composition C28H28CoN8O4S3 in a non-equilibrium geometry.

Calculated values
Molecular weight, g mol⁻¹: 695.7
Energy, eV: -119734.0613
Energy above the lowest of the compared OMol25 structures with the same formula, charge and spin, kcal per mole: 33.1
HOMO level (alpha / beta), eV: -7.975 / -7.918
Spin multiplicity: 2

Geometry (Å):
1 Co -0.185 -0.671 -1.949
2 N -7.000 2.632 -2.481
3 C -5.987 1.690 -2.462
4 C -6.225 0.386 -2.909
5 C -5.228 -0.567 -2.843
6 C -3.987 -0.220 -2.337
7 C -3.730 1.067 -1.882
8 C -4.728 2.017 -1.943
9 S -2.689 -1.409 -2.354
10 O -3.263 -2.717 -2.491
11 O -1.744 -0.982 -3.395
12 N -1.985 -1.158 -0.882
13 C -1.099 -2.145 -0.569
14 N -0.848 -2.434 0.722
15 C -0.175 -3.554 0.961
16 C 0.299 -4.387 -0.034
17 C 0.175 -3.909 -1.328
18 N -0.511 -2.806 -1.595
19 H -7.767 2.454 -3.106
20 H -6.719 3.596 -2.428
21 H -7.201 0.129 -3.303
22 H -5.390 -1.584 -3.174
23 H -2.751 1.298 -1.477
24 H -4.545 3.022 -1.581
25 H -0.012 -3.783 2.010
26 H 0.799 -5.319 0.179
27 H 0.632 -4.406 -2.174
28 C 3.634 -0.059 4.114
29 C 3.391 -0.391 2.666
30 C 3.634 0.549 1.667
31 C 3.492 0.217 0.331
32 C 3.096 -1.065 -0.012
33 C 2.822 -2.007 0.965
34 C 2.965 -1.666 2.301
35 S 3.014 -1.533 -1.730
36 O 2.655 -2.925 -1.763
37 O 4.246 -1.122 -2.347
38 N 1.759 -0.682 -2.277
39 C 1.782 0.528 -2.910
40 C 2.863 1.283 -3.396
41 C 2.595 2.512 -3.957
42 C 1.284 2.977 -4.055
43 C 0.275 2.165 -3.585
44 N 0.518 0.985 -3.024
45 H 3.748 1.016 4.256
46 H 4.552 -0.544 4.453
47 H 2.818 -0.413 4.746
48 H 3.942 1.550 1.945
49 H 3.677 0.946 -0.449
50 H 2.510 -2.997 0.659
51 H 2.766 -2.401 3.074
52 H 3.860 0.878 -3.335
53 H 3.411 3.121 -4.326
54 H 1.056 3.941 -4.487
55 H -0.768 2.452 -3.654
56 C -1.013 -0.996 4.267
57 C -0.234 0.088 3.597
58 C 0.398 1.095 4.270
59 C 1.105 2.044 3.504
60 N 1.105 2.016 2.190
61 C 0.430 1.054 1.529
62 S 0.348 1.143 -0.152
63 N -0.178 0.065 2.253
64 C 1.890 3.133 4.163
65 H -1.052 -0.831 5.340
66 H -0.563 -1.971 4.076
67 H -2.029 -1.020 3.871
68 H 0.365 1.158 5.347
69 H -0.584 -0.758 1.760
70 H 1.792 3.093 5.247
71 H 1.549 4.102 3.801
72 H 2.942 3.034 3.891

Atom charges from the Löwdin analysis, given in e for atoms 1 to 6: Co 0.44; N 0.10; C -0.32; C -0.03; C -0.05; C -0.30

No. 3
Density functional theory data (wB97M-V/def2-TZVPD) for a cluster of 5 separate species, C28H28F4O2P in total in a non-equilibrium geometry.

Calculated values
Molecular weight, g mol⁻¹: 503.5
Energy, eV: -53744.7922
HOMO level, eV: -3.457
Net charge: -1

Geometry (Å):
1 C 0.963 0.316 0.143
2 C -0.179 -0.291 -0.701
3 P -1.767 -0.091 0.255
4 C -2.699 -1.646 -0.152
5 C -2.691 1.341 -0.576
6 O -2.792 2.330 0.170
7 O -3.082 1.204 -1.749
8 H 1.465 -0.478 0.692
9 H 1.664 0.855 -0.495
10 H 0.515 1.010 0.847
11 H -0.026 -1.362 -0.838
12 H -0.242 0.171 -1.688
13 H -3.346 -1.848 0.698
14 H -1.978 -2.466 -0.203
15 H -3.267 -1.569 -1.081
16 F 2.133 1.484 2.446
17 C 1.815 2.513 3.251
18 C 0.645 3.207 3.002
19 C 0.316 4.266 3.834
20 C 1.152 4.621 4.886
21 C 2.323 3.910 5.112
22 C 2.660 2.841 4.292
23 H 0.004 2.916 2.177
24 H -0.600 4.813 3.659
25 H 0.890 5.450 5.529
26 H 2.977 4.186 5.929
27 H 3.563 2.267 4.453
28 F 1.821 2.017 -2.209
29 C 2.908 2.801 -2.184
30 C 3.473 3.205 -3.377
31 C 4.596 4.019 -3.342
32 C 5.139 4.410 -2.125
33 C 4.554 3.988 -0.938
34 C 3.427 3.180 -0.960
35 H 3.035 2.883 -4.312
36 H 5.047 4.350 -4.268
37 H 6.016 5.043 -2.103
38 H 4.976 4.289 0.011
39 H 2.950 2.846 -0.048
40 F 1.546 -3.604 -2.554
41 C 1.417 -2.750 -3.591
42 C 2.442 -2.664 -4.512
43 C 2.307 -1.786 -5.579
44 C 1.163 -1.009 -5.704
45 C 0.148 -1.111 -4.762
46 C 0.270 -1.991 -3.697
47 H 3.327 -3.274 -4.390
48 H 3.098 -1.710 -6.313
49 H 1.064 -0.322 -6.534
50 H -0.742 -0.503 -4.849
51 H -0.513 -2.085 -2.958
52 F -3.366 -3.247 2.634
53 C -4.343 -4.130 2.877
54 C -4.891 -4.826 1.817
55 C -5.901 -5.742 2.072
56 C -6.353 -5.945 3.369
57 C -5.790 -5.230 4.418
58 C -4.774 -4.317 4.176
59 H -4.528 -4.645 0.815
60 H -6.336 -6.299 1.253
61 H -7.144 -6.658 3.562
62 H -6.143 -5.382 5.429
63 H -4.317 -3.753 4.978

Atom charges from the natural (NBO) analysis, given in e for atoms 1 to 6: C -0.61; C -0.71; P 0.56; C -0.94; C 0.56; O -0.76